Density functional theory data (the ωB97M-V functional and the def2-TZVPD basis) for a molecular structure, C29H40AsBN6O2PdSSi2.

Each line ends with the Löwdin charge.
Atoms and positions in Å:
1 Pd 1.7869 0.3172 0.3162  0.480
2 N 5.9815 1.5211 0.4650  0.042
3 C 5.0025 1.1120 -0.3580  -0.134
4 N 3.9247 0.8466 0.3302  0.036
5 C 4.2756 1.1180 1.6394  -0.349
6 N 5.5431 1.5327 1.7392  0.142
7 C 3.3790 0.9354 2.7256  -0.217
8 C 3.7276 1.2349 4.0546  -0.087
9 N 2.9070 1.0921 5.0569  0.091
10 C 1.6631 0.6236 4.7732  -0.077
11 C 1.2817 0.3175 3.4892  -0.084
12 N 2.1103 0.4553 2.4562  0.057
13 H 6.9331 1.7811 0.2577  0.161
14 H 5.1101 1.0165 -1.4204  0.139
15 H 4.7259 1.6038 4.2614  0.118
16 H 0.9991 0.4971 5.6129  0.108
17 H 0.2861 -0.0391 3.2673  0.107
18 S 1.9792 5.1985 0.8150  1.063
19 C 2.0074 3.4953 1.1834  -0.427
20 N 1.6343 2.6998 0.2345  0.004
21 C 1.2882 3.3860 -0.8948  -0.304
22 C 0.8621 2.8148 -2.0954  0.000
23 C 0.5183 3.6546 -3.1307  -0.071
24 C 0.5998 5.0399 -2.9972  -0.083
25 C 1.0435 5.6265 -1.8244  -0.093
26 C 1.3918 4.7910 -0.7771  -0.461
27 H 2.3250 3.1607 2.1532  0.066
28 H 0.7989 1.7328 -2.1795  0.100
29 H 0.1790 3.2348 -4.0654  0.106
30 H 0.3198 5.6676 -3.8280  0.103
31 H 1.1152 6.6989 -1.7327  0.107
32 C -1.9279 -2.6352 -1.3133  -0.202
33 Si -0.2478 -3.0686 -0.4831  0.326
34 C 0.2614 -4.6837 -1.4055  -0.240
35 C -0.6728 -3.2524 1.3887  -0.198
36 As 1.5788 -1.5882 -0.9880  0.725
37 Si 3.3268 -2.8280 0.1273  0.296
38 C 4.2116 -3.6954 -1.3499  -0.253
39 C 2.7617 -4.1327 1.4295  -0.232
40 C 4.7764 -1.9921 1.0720  -0.219
41 H -2.4081 -3.5372 -1.6822  0.023
42 H -1.7944 -1.9529 -2.1481  0.023
43 H -2.6094 -2.1682 -0.6076  0.020
44 H -0.5594 -5.3861 -1.5022  0.014
45 H 1.0935 -5.2027 -0.9433  -0.005
46 H 0.5713 -4.3967 -2.4098  0.018
47 H -1.6214 -3.7673 1.5150  0.022
48 H -0.7681 -2.2628 1.8351  0.007
49 H 0.0732 -3.7961 1.9578  -0.005
50 H 3.5049 -4.2744 -1.9382  0.004
51 H 5.0156 -4.3529 -1.0347  0.015
52 H 4.6383 -2.9385 -2.0057  0.009
53 H 2.0567 -4.8555 1.0345  -0.002
54 H 2.3068 -3.6461 2.2882  0.013
55 H 3.6282 -4.6792 1.7900  0.018
56 H 5.4346 -1.4406 0.4072  0.007
57 H 5.3777 -2.7599 1.5509  0.029
58 H 4.4329 -1.3244 1.8562  -0.004
59 C -6.6758 2.0694 -1.0864  -0.047
60 C -5.8948 0.7778 -1.3622  -0.558
61 C -6.7168 -0.4288 -0.8827  -0.045
62 C -5.6999 0.6487 -2.8772  -0.066
63 C -4.5751 0.7817 -0.5983  -0.172
64 C -4.5804 0.9145 0.7931  -0.040
65 C -3.4361 0.8134 1.5704  0.022
66 C -2.2492 0.5618 0.9125  -0.199
67 O -0.9914 0.3596 1.3951  0.110
68 B -0.1755 0.1925 0.2849  -0.845
69 O -0.9344 0.2693 -0.8779  0.067
70 C -2.2165 0.4923 -0.4813  -0.212
71 C -3.3579 0.5984 -1.2471  0.057
72 H -7.6576 2.0206 -1.5547  0.083
73 H -6.1387 2.9275 -1.4851  0.088
74 H -6.8145 2.2210 -0.0203  0.071
75 H -7.6468 -0.4820 -1.4456  0.082
76 H -6.9561 -0.3419 0.1737  0.077
77 H -6.1620 -1.3531 -1.0337  0.090
78 H -6.6715 0.6285 -3.3685  0.084
79 H -5.1819 -0.2729 -3.1315  0.083
80 H -5.1377 1.4921 -3.2737  0.085
81 H -5.5113 1.1046 1.3059  0.104
82 H -3.4841 0.9283 2.6427  0.117
83 H -3.2753 0.5262 -2.3169  0.117

Atoms 1-6, force components in eV/Å:
-0.9818 0.7452 -0.7821
-0.5373 -0.1037 0.4298
0.0102 0.0121 0.0115
0.3306 0.0666 0.9044
2.2603 0.4233 -2.3281
-0.7497 -0.1738 0.2001

Output
* frontier orbital gap: 5.59 eV
* energy above the lowest of the compared OMol25 structures with the same formula, charge and spin: 126.3 kJ/mol
* highest occupied orbital energy: -0.23138 hartree
* E_tot: -4973.9396 hartree

---

Density functional theory data (the ωB97M-V functional and the def2-TZVPD basis) for a molecular structure, C29H40BN9PbS2.

Each line ends with the Löwdin charge.
Atoms and positions in Å:
1 Pb -0.7310 -0.8338 0.0449  0.926
2 C -1.9022 -3.2745 4.4277  -0.096
3 C -1.2828 -3.0657 3.1846  -0.174
4 N -1.4483 -1.8183 2.7750  0.014
5 N -2.1714 -1.1956 3.7258  -0.037
6 C -2.4554 -2.0479 4.7293  -0.120
7 B -2.5974 0.2918 3.6253  -0.542
8 N -3.6030 0.5032 2.4727  -0.041
9 C -4.9080 0.8103 2.6000  -0.120
10 C -5.4682 0.8494 1.3394  -0.093
11 C -4.3970 0.5328 0.4876  -0.197
12 N -3.2861 0.3295 1.1778  0.025
13 N -1.3890 1.2339 3.4859  -0.046
14 C -0.9640 2.1453 4.3844  -0.121
15 C 0.1441 2.7799 3.8624  -0.095
16 C 0.3281 2.1627 2.6107  -0.179
17 N -0.5988 1.2425 2.3987  0.032
18 H -1.9444 -4.1787 5.0117  0.070
19 H -0.7312 -3.7589 2.5684  0.102
20 H -3.0298 -1.7127 5.5774  0.100
21 H -3.1695 0.5697 4.6584  0.106
22 H -5.3333 0.9804 3.5756  0.099
23 H -6.4922 1.0592 1.0790  0.069
24 H -4.3793 0.4151 -0.5847  0.081
25 H -1.4864 2.2711 5.3189  0.098
26 H 0.7353 3.5578 4.3161  0.070
27 H 1.0897 2.3256 1.8620  0.098
28 C -3.1557 -4.2728 -2.8670  -0.180
29 C -2.1280 -3.3728 -2.1992  -0.840
30 S -2.7951 -2.3598 -0.9199  0.391
31 C -0.8354 -3.3824 -2.5767  -0.853
32 C -0.3387 -4.2780 -3.6882  -0.172
33 S 0.4411 -2.3984 -1.8661  0.396
34 H -4.1345 -4.1068 -2.4207  0.029
35 H -2.9116 -5.3342 -2.7484  0.062
36 H -3.2416 -4.0762 -3.9418  0.061
37 H -1.1153 -4.9277 -4.0957  0.043
38 H 0.4812 -4.9068 -3.3294  0.055
39 H 0.0703 -3.6771 -4.5070  0.057
40 C -1.7703 -0.0964 -3.8318  -0.010
41 C -1.8551 1.0759 -2.9222  -0.399
42 N -1.5662 1.0867 -1.6450  0.000
43 C -1.7382 2.3752 -1.1991  -0.144
44 C -2.1503 3.1623 -2.2263  -0.113
45 N -2.2236 2.3227 -3.3215  0.085
46 H -1.7814 -1.0120 -3.2411  0.022
47 H -0.8368 -0.0761 -4.3991  0.083
48 H -2.6123 -0.1112 -4.5283  0.077
49 H -1.5665 2.6329 -0.1664  0.100
50 H -2.3892 4.2092 -2.2841  0.094
51 H -2.4555 2.5827 -4.2624  0.143
52 C 1.4386 3.0096 -3.4434  -0.072
53 C 2.3864 2.4632 -2.4030  -0.308
54 C 3.6913 2.9824 -2.3038  -0.088
55 C 4.5423 2.4452 -1.3467  -0.329
56 C 5.9593 2.9589 -1.2290  -0.086
57 C 4.1254 1.4331 -0.4926  -0.035
58 C 2.7955 0.8881 -0.5303  -0.319
59 C 1.9688 1.4691 -1.5578  -0.014
60 N 2.2467 -0.0630 0.2164  0.006
61 C 3.0200 -0.8226 1.1882  -0.649
62 C 4.1870 -1.5790 0.5288  -0.059
63 C 2.0657 -1.8810 1.7535  -0.117
64 C 3.5069 0.0067 2.3939  -0.056
65 H 1.9830 3.4169 -4.2998  0.060
66 H 0.8168 3.8090 -3.0304  0.064
67 H 0.7656 2.2286 -3.8049  0.058
68 H 4.0322 3.7645 -2.9761  0.080
69 H 6.1586 3.7349 -1.9714  0.055
70 H 6.6845 2.1540 -1.3782  0.066
71 H 6.1470 3.3833 -0.2387  0.065
72 H 4.8540 1.0498 0.2077  0.071
73 H 0.9768 1.0491 -1.6772  0.061
74 H 3.7886 -2.1910 -0.2835  0.078
75 H 4.6830 -2.2358 1.2528  0.067
76 H 4.9359 -0.9093 0.1044  0.051
77 H 1.7035 -2.5169 0.9405  0.039
78 H 1.2081 -1.3963 2.2261  0.033
79 H 2.5584 -2.5125 2.5013  0.076
80 H 4.1132 0.8618 2.1038  0.054
81 H 4.0961 -0.6153 3.0784  0.068
82 H 2.6412 0.3814 2.9428  0.062

Atoms 1-6, force components in eV/Å:
0.1165 -0.0773 -0.0185
-0.0097 -0.0342 0.0298
-0.0158 0.0383 -0.0010
-0.0752 0.0319 0.0503
0.1542 0.0106 -0.1183
-0.0352 0.0762 0.0046

Output
* net charge: -2
* frontier orbital gap: 5.01 eV
* energy above the lowest of the compared OMol25 structures with the same formula, charge and spin: 8.6 kJ/mol
* highest occupied orbital energy: -0.02199 hartree
* E_tot: -2636.0986 hartree